Record 1
ORCA calculation (the ωB97M-V functional and the def2-TZVPD basis) on a single C7H10 molecule in a non-equilibrium geometry.

Positions of all 17 atoms, in Å:
C 1.346 0.879 -0.183
C 0.223 0.978 -1.260
C -0.175 -0.515 -0.993
C 0.926 -0.561 0.089
C -0.117 -0.730 1.198
C -1.315 0.166 1.142
C -1.173 -0.912 0.121
H 2.367 0.968 -0.554
H 1.212 1.515 0.696
H -0.534 1.755 -1.110
H 0.641 1.120 -2.263
H -0.183 -1.142 -1.890
H 1.629 -1.391 0.043
H -0.049 -1.437 2.011
H -2.085 0.015 1.894
H -1.158 1.210 0.870
H -1.555 -1.919 0.191

Forces on the atoms, in the same order (eV/Å):
0.20 0.15 0.05
-0.06 0.09 -0.03
0.09 -0.12 -0.05
0.38 -0.08 0.14
0.15 -0.43 0.18
-0.04 0.07 0.03
-0.11 0.02 -0.16
-0.08 0.25 -0.12
0.14 0.06 -0.18
0.07 -0.18 0.03
-0.19 -0.15 0.14
0.11 -0.01 0.35
0.22 0.23 0.21
0.27 0.03 0.06
0.34 0.01 0.05
-0.33 -0.29 -0.13
-1.17 0.35 -0.55

Output
ΔE to the lowest compared entry with this formula, charge and spin in kJ/mol: 297.2
Gap between HOMO and LUMO in eV: 9.7424
SMILES string: C1C[C@H]2[C@@H]1[C@H]1C[C@@H]21
LUMO in eV: 1.22
Net charge: 0

Record 2
ORCA calculation (the ωB97M-V functional and the def2-TZVPD basis) on a single C7H10 molecule.

Positions of all 17 atoms, in Å:
C -2.130 -0.152 0.189
C -1.435 0.716 -0.818
C -0.717 -0.449 -0.209
C 1.927 -0.921 -1.167
C 1.859 -0.629 0.228
C 1.439 0.773 0.705
C 0.434 -0.293 0.747
H -2.896 -0.833 -0.160
H -2.331 0.254 1.173
H -1.710 0.646 -1.864
H -1.128 1.704 -0.496
H -0.626 -1.311 -0.854
H 1.285 -0.171 -1.688
H 2.470 -1.228 0.907
H 1.374 1.550 -0.050
H 1.899 1.084 1.633
H 0.285 -0.741 1.723

Forces on the atoms, in the same order (eV/Å):
-0.23 0.01 0.12
0.09 0.17 -0.13
0.00 -0.13 -0.02
0.05 0.32 0.21
0.55 -0.49 -0.61
-0.23 0.25 0.06
-0.18 0.02 0.11
0.06 0.04 0.00
0.12 0.08 -0.02
-0.05 0.02 0.12
-0.03 -0.02 0.01
-0.02 -0.04 -0.01
0.16 -0.25 0.22
-0.18 0.27 -0.08
-0.02 -0.19 -0.01
-0.03 -0.02 0.03
-0.06 -0.03 -0.02

Output
ΔE to the lowest compared entry with this formula, charge and spin in kJ/mol: 505.2
Gap between HOMO and LUMO in eV: 8.2552
LUMO in eV: 0.06
Net charge: 0

Record 3
ORCA calculation (the ωB97M-V functional and the def2-TZVPD basis) on a single C7H10 molecule in a non-equilibrium geometry.

Positions of all 17 atoms, in Å:
C 1.257 -0.265 -1.049
C -0.157 0.078 -1.613
C -0.806 -0.707 -0.438
C 0.594 -1.014 0.126
C 0.122 -0.115 1.527
C -0.228 1.248 1.129
C -1.164 0.105 0.798
H 1.879 -0.830 -1.760
H 1.847 0.583 -0.701
H -0.410 1.146 -1.647
H -0.368 -0.343 -2.603
H -1.542 -1.466 -0.712
H 0.961 -1.497 1.003
H 0.210 -0.423 2.591
H -0.576 1.906 1.916
H 0.392 1.724 0.375
H -2.148 0.077 1.241

Forces on the atoms, in the same order (eV/Å):
0.24 0.17 0.38
0.00 -0.04 0.05
-0.31 -0.03 0.16
-0.08 1.86 1.70
0.01 0.40 -0.60
-0.20 0.50 -0.17
-0.71 0.30 -0.10
-0.23 -0.12 0.48
0.07 0.18 -0.22
0.06 -0.28 0.08
0.15 -0.03 0.25
0.20 -0.06 0.08
0.87 -3.18 -1.11
0.34 -0.03 -1.03
-0.05 0.06 -0.06
-0.25 0.13 0.02
-0.11 0.16 0.08

Output
ΔE to the lowest compared entry with this formula, charge and spin in kJ/mol: 428.4
Gap between HOMO and LUMO in eV: 10.0250
SMILES string: C1C[C@H]2[C@@H]1[C@H]1C[C@@H]21
LUMO in eV: 1.25
Net charge: 0

Record 4
ORCA calculation (the ωB97M-V functional and the def2-TZVPD basis) on a single C7H10 molecule.

Positions of all 17 atoms, in Å:
C -0.006 1.842 1.659
C -0.131 1.366 0.424
C 0.069 -0.059 0.009
C -1.218 -0.676 -0.447
C -1.532 -0.958 -1.707
C 1.066 -0.922 0.731
C 1.357 -0.448 -0.667
H 0.297 1.208 2.489
H -0.210 2.886 1.884
H -0.462 2.028 -0.377
H -1.953 -0.835 0.343
H -0.831 -0.785 -2.521
H -2.504 -1.364 -1.971
H 1.637 -0.485 1.546
H 0.817 -1.971 0.867
H 2.117 0.319 -0.790
H 1.315 -1.179 -1.471

Forces on the atoms, in the same order (eV/Å):
0.01 -0.06 -0.11
0.01 0.08 0.16
-0.05 0.03 0.00
-0.06 -0.04 -0.16
0.04 0.00 0.11
0.01 -0.08 0.21
0.08 0.04 -0.20
-0.04 0.06 -0.13
0.06 -0.15 -0.06
0.05 -0.07 0.12
0.08 0.01 -0.12
-0.07 -0.02 0.14
0.15 0.04 0.06
-0.12 -0.05 -0.15
0.02 0.17 -0.04
-0.15 -0.10 0.04
-0.02 0.13 0.14

Output
ΔE to the lowest compared entry with this formula, charge and spin in kJ/mol: 192.0
Gap between HOMO and LUMO in eV: 10.5550
SMILES string: C=CC1(C=C)CC1
LUMO in eV: 1.15
Net charge: 0

Record 5
ORCA calculation (the ωB97M-V functional and the def2-TZVPD basis) on a single C7H10 molecule in a non-equilibrium geometry.

Positions of all 17 atoms, in Å:
C 1.601 -1.096 -0.091
C 0.298 -0.342 0.007
C 0.255 0.754 1.103
C -0.673 1.584 0.264
C -1.544 0.647 -0.469
C -1.038 -1.072 0.022
C -0.190 0.674 -1.030
H 1.756 -1.715 0.802
H 1.614 -1.750 -0.968
H 2.446 -0.399 -0.159
H -0.104 0.478 2.103
H 1.232 1.245 1.176
H -0.999 2.595 0.572
H -2.343 1.146 -1.054
H -1.028 -1.963 0.722
H -1.409 -1.464 -0.918
H 0.126 0.678 -2.081

Forces on the atoms, in the same order (eV/Å):
0.01 -0.09 -0.09
0.31 -0.05 -0.11
0.14 -0.14 0.24
0.47 -0.14 -0.46
-0.49 -1.31 0.52
-0.17 0.63 -0.41
0.31 1.20 0.26
-0.05 0.06 -0.14
0.07 0.01 0.07
-0.14 -0.14 -0.03
-0.01 -0.04 -0.05
-0.06 -0.24 0.08
0.39 -0.50 -0.87
-0.08 -1.14 0.64
-1.14 1.45 0.28
0.73 -0.27 -0.44
-0.29 0.70 0.50

Output
ΔE to the lowest compared entry with this formula, charge and spin in kJ/mol: 429.7
Gap between HOMO and LUMO in eV: 9.7269
SMILES string: C[C@]12C[C@@H]3[C@H](C1)[C@@H]32
LUMO in eV: 1.05
Net charge: 0

Record 6
ORCA calculation (the ωB97M-V functional and the def2-TZVPD basis) on a single C7H10Br2O3 molecule in a non-equilibrium geometry.

Positions of all 22 atoms, in Å:
C -0.969 -2.870 1.453
O -0.743 -1.856 0.444
C 0.555 -1.858 0.118
O 1.342 -2.754 0.387
C 1.122 -0.626 -0.583
Br 2.684 -1.024 -1.701
C 1.465 0.412 0.541
C 2.087 1.695 0.057
O 1.283 0.104 1.683
C 0.080 0.102 -1.504
C -1.024 0.873 -0.792
Br -0.604 -1.255 -2.752
H -0.330 -2.485 2.220
H -0.662 -3.843 1.125
H -2.021 -2.853 1.659
H 1.878 2.604 0.689
H 1.842 1.702 -1.048
H 3.075 1.518 0.151
H 0.683 0.849 -2.042
H -1.459 0.338 0.106
H -0.662 1.772 -0.373
H -1.768 1.193 -1.399

Forces on the atoms, in the same order (eV/Å):
-0.04 0.81 -0.37
0.87 -0.06 -0.64
2.08 -1.48 -0.19
-1.43 0.96 -0.06
-1.63 1.31 -0.26
-0.34 0.00 0.66
0.48 -0.44 -0.30
-3.38 0.51 -0.77
-0.26 0.15 0.44
0.54 -0.02 0.12
1.12 -2.28 3.04
-0.06 0.57 0.00
-0.07 -0.57 1.24
0.22 -0.39 -0.22
-0.37 0.16 0.29
-0.29 -1.00 -0.91
0.55 1.06 1.43
3.57 -0.46 0.07
-0.57 -0.70 -0.52
0.36 0.28 -1.32
1.00 1.12 0.47
-2.37 0.49 -2.22

Output
ΔE to the lowest compared entry with this formula, charge and spin in kJ/mol: 0.0
Gap between HOMO and LUMO in eV: 10.1983
SMILES string: COC(=O)[C@](Br)(C(C)=O)[C@H](C)Br
LUMO in eV: 0.22
Net charge: 0

Record 7
ORCA calculation (the ωB97M-V functional and the def2-TZVPD basis) on a single C7H10Cl2N4S molecule in a non-equilibrium geometry.

Positions of all 24 atoms, in Å:
C 0.713 -1.097 -2.701
C -0.676 -0.854 -0.648
C -1.749 -0.810 0.036
C 0.857 0.750 1.708
C 2.134 1.808 -0.050
C -2.452 -1.891 0.737
C 0.422 -1.521 -1.324
N 1.052 -0.639 -3.703
N -1.307 1.734 -0.392
N -0.065 1.390 -0.505
N 0.874 1.481 0.442
S -2.356 0.994 0.702
Cl -2.143 -1.672 2.506
Cl 0.217 -3.406 -1.133
H 0.920 1.539 2.521
H -0.147 0.354 1.799
H 1.658 -0.036 1.835
H 2.773 0.991 -0.453
H 2.160 2.741 -0.740
H 2.835 2.185 0.746
H -2.003 -2.831 0.394
H -3.422 -1.748 0.543
H 1.327 -1.225 -0.897
H -1.624 1.761 -1.423

Forces on the atoms, in the same order (eV/Å):
-0.46 0.09 -0.77
0.76 2.11 -0.62
1.20 0.31 0.29
-0.45 1.12 1.18
3.76 2.49 -1.07
3.50 -0.22 0.49
-1.90 -0.66 -0.28
-0.27 -0.43 0.60
-1.87 0.39 -1.42
2.24 -1.04 -1.03
-1.66 -0.74 0.61
0.64 -0.56 -0.92
-0.29 -0.39 -0.13
0.52 0.91 -0.43
0.33 -1.11 -0.65
0.17 -0.49 0.22
-0.78 0.85 -0.44
-0.79 0.09 -0.35
-0.49 -1.95 0.69
-1.12 -0.39 -0.01
-0.60 0.10 0.39
-4.01 -0.31 -0.24
1.55 -0.18 1.56
0.03 0.03 2.34

Output
Gap between HOMO and LUMO (spin up / spin down) in eV: 7.7120 / 7.7166
LUMO (spin up / spin down) in eV: -0.43 / -0.43
Net charge: 0

Record 8
ORCA calculation (the ωB97M-V functional and the def2-TZVPD basis) on a single C7H10ClN molecule in a non-equilibrium geometry.

Positions of all 19 atoms, in Å:
C -0.209 1.057 1.043
C 0.779 -0.781 -0.215
C 0.348 0.117 -2.624
C -0.056 -0.405 0.980
C -0.024 -0.419 -1.457
C -1.830 1.845 -0.569
C 0.407 -0.926 2.276
N -0.969 1.702 0.240
Cl -1.704 2.427 -2.159
H 0.215 1.490 1.987
H 1.810 -0.241 -0.240
H 0.889 -1.783 -0.277
H -0.445 0.265 -3.349
H 1.311 0.343 -2.879
H -1.037 -0.817 0.657
H -1.085 -0.673 -1.293
H 0.035 -0.310 3.020
H 1.423 -0.994 2.398
H 0.142 -1.897 2.463

Forces on the atoms, in the same order (eV/Å):
-0.19 1.35 1.46
1.31 4.09 -1.70
-2.83 -1.39 1.39
-0.69 -0.36 -1.76
0.21 -0.06 -0.32
-3.41 0.56 -1.52
-0.50 0.42 -0.54
3.35 -0.81 2.10
0.28 0.35 -0.02
-0.59 0.38 -1.27
-1.60 -1.05 0.17
0.78 -3.45 0.18
0.32 0.03 -0.17
2.40 0.70 -0.50
0.06 0.13 0.87
0.36 0.20 -0.48
-0.77 0.93 1.84
2.84 0.51 -0.07
-1.33 -2.52 0.36

Output
ΔE to the lowest compared entry with this formula, charge and spin in kJ/mol: 263.5
Gap between HOMO and LUMO (spin up / spin down) in eV: 8.3538 / 8.3544
LUMO (spin up / spin down) in eV: 0.51 / 0.51
Net charge: 0

no.,calculated total energy (eV)
1,-7417.955
2,-7415.799
3,-7416.595
4,-7419.045
5,-7416.581
6,-153647.659
7,-49254.708
8,-21429.414